Computed, not measured: a structure of composition C2H4OS3, with wB97M-V/def2-TZVPD.

Properties
HOMO energy (spin up / spin down)   -9.728 / -9.728 eV
ΔE to the lowest compared entry with this formula, charge and spin   2.909 eV
E_tot   -36689.1513 eV
Maximum force   0.0909 Eh/bohr

The geometry in XYZ format:
```
10
C2H4OS3 | the Open Molecules 2025 dataset | wB97M-V/def2-TZVPD
C -0.667 0.125 -0.106
C -0.141 -0.814 -1.122
O 1.472 1.465 0.342
S -2.220 0.876 0.264
S 1.123 -0.729 2.172
S 0.495 0.663 1.032
H 0.391 -1.673 -0.689
H 0.733 -0.303 -1.593
H -0.806 -1.158 -1.862
H -0.381 1.549 1.563
```